No. 1
{
  "formula": "C15H25F6N6P",
  "method": "ωB97M-V/def2-TZVPD",
  "elements": ["C", "N", "C", "N", "C", "N", "C", "N", "C", "C", "C", "N", "N", "C", "C", "C", "C", "C", "C", "C", "C", "H", "H", "H", "H", "H", "H", "H", "H", "H", "H", "H", "H", "H", "H", "H", "H", "H", "H", "H", "H", "H", "H", "H", "H", "H", "F", "P", "F", "F", "F", "F", "F"],
  "coordinates": [[-2.11, -4.47, -0.92], [-0.66, -4.20, -1.31], [-0.71, -2.91, -2.07], [0.14, -1.81, -1.51], [0.90, -1.11, -2.50], [1.64, -0.06, -1.84], [1.22, -0.22, -0.46], [1.69, 0.65, 0.44], [2.62, 1.77, 0.06], [1.85, 3.13, -0.32], [0.33, 2.93, -0.77], [-0.42, 4.25, -0.80], [0.30, -1.31, -0.26], [-0.38, -1.78, 0.97], [0.51, -1.76, 2.29], [1.63, -2.84, 2.53], [2.50, -2.89, 3.83], [2.31, -1.86, 4.99], [1.23, -0.76, 4.76], [0.34, -0.72, 3.45], [-0.73, 0.46, 3.39], [-2.23, -5.43, -0.32], [-2.47, -3.57, -0.28], [-2.78, -4.43, -1.86], [-0.47, -4.95, -2.00], [-0.29, -3.14, -3.12], [-1.78, -2.53, -2.26], [0.89, -1.36, -3.61], [1.42, 0.62, 1.44], [3.23, 2.00, 1.02], [3.41, 1.44, -0.71], [1.87, 3.93, 0.50], [2.40, 3.59, -1.23], [0.31, 2.45, -1.83], [-0.27, 2.22, -0.10], [-0.59, 4.46, 0.21], [-1.32, 4.08, -1.27], [-1.31, -1.11, 1.11], [-0.81, -2.85, 0.89], [1.86, -3.68, 1.77], [3.28, -3.71, 3.97], [2.94, -1.92, 5.94], [1.04, 0.02, 5.57], [-1.34, 0.61, 4.35], [-0.13, 1.44, 3.21], [-1.47, 0.39, 2.52], [-1.73, 4.52, -4.97], [-2.80, 3.85, -3.98], [-2.11, 2.44, -4.34], [-4.22, 4.48, -3.56], [-3.72, 3.63, -5.27], [-2.13, 5.02, -3.10], [-2.88, 2.99, -2.61]],
  "mulliken_charge": [-0.8445, -0.3976, -0.4050, -0.0680, -0.0294, -0.5197, 0.3760, 0.0559, -0.6794, -0.4841, -0.1159, -0.6292, 0.5611, -0.4596, 0.2610, -0.5550, -0.4938, -0.4771, -0.4379, 0.7365, -1.2343, 0.3026, 0.3129, 0.3394, 0.3365, 0.1615, 0.3658, 0.2881, 0.0997, 0.3282, 0.3743, 0.2923, 0.2092, 0.2777, 0.0591, 0.2349, 0.2247, 0.1214, 0.2714, 0.3250, 0.3242, 0.3239, 0.3350, 0.4031, 0.2868, 0.2375, -0.3387, 1.0078, -0.3365, -0.3323, -0.3121, -0.3404, -0.3429],
  "lumo_ev": -0.9,
  "homo_energy_ev": -8.63
}



No. 2
{
  "formula": "C15H25FeN2OS",
  "method": "ωB97M-V/def2-TZVPD",
  "elements": ["Fe", "C", "C", "C", "C", "C", "H", "H", "H", "H", "H", "C", "S", "C", "H", "H", "H", "H", "H", "H", "C", "C", "C", "O", "H", "H", "H", "H", "H", "H", "C", "C", "C", "C", "N", "N", "C", "H", "H", "H", "H", "H", "H", "H", "H"],
  "coordinates": [[0.07, 0.63, 1.09], [1.53, 0.94, 2.78], [0.71, -0.24, 3.07], [-0.60, 0.18, 3.24], [-0.62, 1.58, 3.07], [0.73, 2.03, 2.78], [2.60, 0.95, 2.65], [1.08, -1.25, 3.20], [-1.44, -0.43, 3.54], [-1.49, 2.21, 3.21], [1.04, 3.06, 2.66], [0.12, 2.98, -1.57], [-0.48, 2.89, 0.13], [-2.23, 3.23, -0.08], [0.19, 4.03, -1.85], [-0.55, 2.47, -2.25], [1.11, 2.54, -1.60], [-2.69, 2.54, -0.79], [-2.34, 4.26, -0.43], [-2.71, 3.13, 0.89], [3.32, -0.38, -1.56], [2.41, -0.85, -0.48], [2.40, -2.30, -0.13], [1.66, -0.05, 0.10], [3.25, -1.03, -2.43], [4.35, -0.46, -1.20], [3.13, 0.65, -1.83], [3.40, -2.72, -0.18], [1.80, -2.83, -0.87], [1.96, -2.46, 0.85], [-1.32, -1.50, -3.56], [-1.31, -1.45, -2.07], [-1.66, -2.39, -1.12], [-1.48, -1.78, 0.13], [-1.04, -0.53, -0.04], [-0.93, -0.35, -1.38], [-1.78, -2.36, 1.47], [-1.82, -2.40, -3.89], [-0.31, -1.50, -3.95], [-1.84, -0.64, -3.98], [-2.00, -3.39, -1.30], [-0.65, 0.53, -1.77], [-2.10, -3.39, 1.37], [-2.58, -1.80, 1.95], [-0.90, -2.34, 2.12]],
  "mulliken_charge": [-0.1715, -0.2935, -0.3383, -0.5629, -0.4835, -0.4741, 0.5270, 0.5388, 0.5893, 0.5549, 0.5568, -0.9205, 0.2203, -0.9593, 0.4248, 0.3460, 0.2004, 0.2939, 0.4245, 0.3318, -1.2897, 0.8340, -1.0088, -0.2608, 0.4084, 0.3820, 0.2899, 0.4326, 0.2988, 0.1978, -1.3326, 0.7505, -1.0665, 0.7400, 0.1559, 0.6116, -1.2916, 0.3744, 0.3028, 0.3473, 0.4516, -0.0211, 0.4201, 0.2733, 0.1956],
  "lumo_ev": [-8.6, -6.8],
  "spin_multiplicity": 2,
  "de_lowest_kj_mol": 48.4,
  "s2": 1.0813,
  "charge": 2,
  "homo_energy_ev": [-15.80, -15.73]
}



No. 3
{
  "formula": "C15H25HgN2O3Se",
  "method": "ωB97M-V/def2-TZVPD",
  "elements": ["Hg", "N", "C", "C", "O", "O", "H", "H", "H", "H", "H", "C", "C", "C", "C", "C", "C", "Se", "C", "C", "C", "H", "H", "H", "H", "H", "H", "H", "H", "H", "H", "H", "C", "N", "C", "C", "C", "O", "H", "H", "H", "H", "H", "H", "H", "H", "H"],
  "coordinates": [[2.13, -0.91, 1.16], [-2.17, 1.88, 3.77], [-2.08, 0.42, 3.87], [-0.92, -0.11, 3.03], [-0.42, -1.18, 3.19], [-0.51, 0.74, 2.08], [-3.02, 2.22, 4.18], [-1.06, 1.54, 2.12], [-1.40, 2.31, 4.27], [-2.99, -0.01, 3.44], [-1.98, 0.03, 4.88], [-1.96, -4.97, -4.97], [-1.43, -3.99, -3.97], [-0.94, -2.75, -4.36], [-0.51, -1.81, -3.43], [0.04, -0.50, -3.91], [-0.61, -2.11, -2.06], [-0.36, -0.73, -0.79], [-1.02, -3.40, -1.65], [-1.01, -3.84, -0.21], [-1.43, -4.30, -2.61], [-1.89, -4.57, -5.99], [-3.01, -5.20, -4.76], [-1.40, -5.91, -4.93], [-0.89, -2.50, -5.41], [0.12, -0.48, -5.00], [1.03, -0.33, -3.48], [-0.59, 0.33, -3.59], [-0.58, -3.08, 0.45], [-0.42, -4.75, -0.10], [-2.02, -4.06, 0.14], [-1.77, -5.29, -2.30], [1.62, 3.04, 0.22], [2.07, 3.76, 1.40], [2.15, 5.21, 1.36], [2.53, 3.00, 2.44], [3.19, 3.69, 3.62], [2.43, 1.78, 2.42], [1.03, 3.71, -0.41], [1.01, 2.19, 0.51], [2.47, 2.66, -0.36], [1.55, 5.56, 0.52], [3.17, 5.57, 1.22], [1.73, 5.66, 2.26], [3.12, 4.77, 3.61], [4.24, 3.41, 3.61], [2.75, 3.29, 4.53]],
  "mulliken_charge": [0.1471, -0.6128, -0.3773, 0.4136, -0.5611, -0.2180, 0.2236, 0.3456, 0.1865, 0.2952, 0.3373, -1.4590, 0.7595, -0.9098, 0.6727, -1.6015, 0.1130, -0.1743, 0.8724, -1.4106, -0.6660, 0.3361, 0.3308, 0.3384, 0.2351, 0.3737, 0.3418, 0.3191, 0.2737, 0.3427, 0.3188, 0.4069, -0.7503, 0.1726, -0.9778, 0.5075, -1.0509, -0.5208, 0.3236, 0.1130, 0.2769, 0.2928, 0.3415, 0.3547, 0.3760, 0.2575, 0.2903],
  "lumo_ev": [0.4, -1.4],
  "spin_multiplicity": 2,
  "s2": 0.7685,
  "homo_energy_ev": [-7.09, -7.52]
}



No. 4
{
  "formula": "C15H25N5O10P3RuS",
  "method": "ωB97M-V/def2-TZVPD",
  "elements": ["Ru", "O", "C", "C", "C", "C", "C", "C", "C", "O", "N", "O", "O", "H", "H", "H", "H", "N", "C", "C", "P", "O", "O", "O", "P", "O", "O", "O", "H", "H", "H", "H", "H", "H", "H", "H", "S", "C", "N", "C", "N", "C", "N", "C", "P", "C", "C", "H", "H", "H", "H", "H", "H", "H", "H", "H", "H", "H", "H", "H"],
  "coordinates": [[-1.12, -0.92, -0.46], [-0.23, -2.53, -1.49], [-0.35, -2.55, -2.73], [-0.42, -1.44, -3.63], [-0.51, -1.78, -4.99], [-0.46, -0.80, -5.95], [-0.29, 0.55, -5.59], [-0.19, 0.90, -4.28], [-0.27, -0.07, -3.24], [-0.18, 0.31, -2.02], [-0.55, -1.17, -7.35], [-0.70, -2.34, -7.63], [-0.45, -0.27, -8.17], [-0.35, -3.54, -3.19], [-0.62, -2.81, -5.30], [-0.25, 1.29, -6.38], [-0.07, 1.94, -3.99], [-2.89, 3.82, 2.04], [-1.86, 2.78, 1.65], [-0.49, 3.45, 1.69], [-2.09, 1.52, 3.02], [-3.48, 0.84, 2.58], [-2.36, 2.41, 4.19], [-0.99, 0.52, 3.01], [-2.39, 2.21, -0.03], [-1.26, 2.75, -1.04], [-3.69, 2.89, -0.24], [-2.35, 0.69, -0.11], [-3.03, 3.69, 3.07], [-3.72, 3.62, 1.46], [-2.57, 4.77, 1.83], [-0.23, 3.76, 2.70], [-0.46, 4.31, 1.02], [0.27, 2.76, 1.33], [-3.34, 0.20, 1.87], [-0.76, 2.00, -1.43], [-2.41, -2.23, 0.61], [2.11, -0.91, 3.63], [1.57, -2.22, 3.06], [2.65, -2.89, 2.21], [3.13, -2.00, 1.20], [3.65, -0.79, 1.83], [2.63, -0.09, 2.59], [1.59, 0.49, 1.74], [0.64, -0.83, 0.83], [0.34, -1.99, 2.24], [2.14, -1.70, 0.16], [2.90, -1.18, 4.34], [1.28, -0.42, 4.13], [1.33, -2.84, 3.84], [2.21, -3.78, 1.78], [3.47, -3.16, 2.88], [4.03, -0.13, 1.05], [4.47, -1.07, 2.49], [2.07, 1.15, 1.02], [0.89, 1.04, 2.36], [0.00, -2.94, 1.84], [-0.44, -1.54, 2.86], [2.62, -1.09, -0.61], [1.83, -2.63, -0.32]],
  "mulliken_charge": [-0.6526, -0.5914, -0.2618, 0.7166, -0.5720, -0.4854, -0.4649, -0.8708, 0.7523, -0.2954, 1.0178, -0.6306, -0.6297, 0.3737, 0.5033, 0.4876, 0.4238, -0.0725, 0.6604, -1.8261, 0.3878, -0.5905, -0.9261, -0.4338, 0.9816, -0.6360, -0.9077, -0.7135, 0.3579, 0.3845, 0.3259, 0.5122, 0.5486, 0.1319, 0.2713, 0.4852, -0.5360, -0.7857, 0.1768, -0.7591, 0.1816, -0.9276, 0.1431, -1.3364, 4.0875, -1.9573, -1.5009, 0.3122, 0.4685, 0.3490, 0.3866, 0.3420, 0.3976, 0.3213, 0.4897, 0.4410, 0.6114, 0.4331, 0.3715, 0.5284],
  "lumo_ev": [-0.6, -0.6],
  "spin_multiplicity": 2,
  "de_lowest_kj_mol": 13.2,
  "s2": 0.7598,
  "homo_energy_ev": [-7.37, -7.11]
}



No. 5
{
  "formula": "C15H25NO11S",
  "method": "ωB97M-V/def2-TZVPD",
  "elements": ["O", "N", "O", "C", "C", "C", "C", "C", "C", "H", "H", "H", "H", "H", "C", "C", "O", "S", "C", "O", "O", "H", "H", "H", "H", "H", "H", "H", "H", "C", "O", "C", "O", "O", "C", "H", "H", "H", "H", "H", "H", "C", "O", "C", "O", "O", "C", "H", "H", "H", "H", "H", "H"],
  "coordinates": [[19.33, -15.37, -6.83], [20.19, -15.63, -7.63], [20.38, -15.00, -8.65], [20.90, -16.97, -7.55], [22.21, -17.08, -8.09], [23.07, -18.21, -7.90], [22.51, -19.18, -7.10], [21.24, -19.15, -6.53], [20.41, -18.01, -6.75], [22.48, -16.31, -8.80], [23.97, -18.21, -8.48], [23.13, -20.05, -6.94], [20.79, -19.81, -5.80], [19.46, -17.87, -6.24], [18.00, -18.80, -2.83], [19.40, -19.42, -2.57], [19.72, -20.66, -3.22], [20.94, -21.59, -2.52], [21.16, -22.86, -3.86], [22.06, -20.67, -2.37], [20.38, -22.18, -1.32], [17.27, -19.61, -2.86], [17.94, -18.40, -3.85], [17.66, -18.00, -2.18], [20.13, -18.65, -2.78], [19.54, -19.44, -1.49], [22.10, -23.40, -3.77], [21.21, -22.26, -4.77], [20.43, -23.67, -3.83], [25.47, -20.43, -4.28], [25.75, -21.39, -3.29], [25.62, -21.20, -1.96], [25.32, -20.14, -1.44], [25.78, -22.46, -1.38], [25.31, -22.69, -0.04], [26.14, -20.64, -5.11], [25.88, -19.49, -3.91], [24.44, -20.24, -4.58], [24.23, -22.57, -0.01], [25.76, -21.87, 0.52], [25.63, -23.65, 0.37], [19.85, -17.83, -10.63], [20.81, -17.96, -11.68], [20.79, -16.98, -12.62], [19.86, -16.08, -12.63], [21.71, -17.13, -13.52], [21.69, -16.37, -14.73], [19.94, -16.85, -10.15], [20.08, -18.52, -9.82], [18.88, -17.87, -11.11], [22.06, -15.35, -14.67], [20.65, -16.19, -14.99], [22.28, -16.97, -15.42]],
  "mulliken_charge": [-0.5966, 1.0101, -0.5618, -0.1679, 0.0929, -0.9646, -0.1219, -0.2750, -0.4148, 0.4216, 0.4268, 0.4395, 0.2094, 0.4411, -1.0769, -0.3154, -0.2879, 1.1547, -0.7872, -0.5642, -0.6191, 0.3108, 0.1771, 0.3681, 0.3123, 0.4397, 0.3751, 0.1832, 0.3504, -0.6888, -0.3373, 0.8470, -0.5594, -0.3150, -0.5810, 0.3105, 0.3454, 0.2263, 0.2416, 0.2971, 0.2228, -0.4062, -0.3254, 0.8220, -0.6259, -0.3125, -0.6394, 0.1501, 0.1388, 0.3925, 0.2895, 0.3258, 0.2220],
  "lumo_ev": -0.6,
  "homo_energy_ev": -10.19
}